(1)
{
  "formula": "C32H43N8PTa",
  "method": "ωB97M-V/def2-TZVPD",
  "charge": 3,
  "e_tot_ha": -2080.7596,
  "orbital_gap_ev": 5.943,
  "relative_energy_kcal_mol": 0.0,
  "symbols": ["Ta", "C", "C", "C", "C", "C", "C", "N", "C", "C", "C", "C", "C", "C", "N", "N", "C", "C", "C", "C", "C", "N", "H", "H", "H", "H", "H", "H", "H", "H", "H", "H", "H", "H", "H", "N", "P", "N", "C", "C", "C", "C", "C", "N", "C", "C", "C", "C", "C", "N", "C", "C", "C", "C", "C", "H", "H", "H", "H", "H", "H", "H", "H", "H", "H", "H", "H", "H", "H", "H", "H", "H", "H", "H", "H", "H", "H", "H", "H", "H", "H", "H", "H", "H", "H"],
  "xyz": [[0.04318, -2.15155, -0.46846], [2.68200, -4.44632, -3.15787], [2.00859, -3.25512, -3.17334], [1.87181, -2.50209, -1.97201], [2.41052, -3.02285, -0.75450], [3.10561, -4.23787, -0.76391], [3.25980, -4.91050, -1.95619], [1.83525, -2.42350, 0.35255], [2.13055, -2.27043, 1.71339], [3.36579, -2.14572, 2.31458], [3.40763, -1.93062, 3.69048], [2.24784, -1.84147, 4.46297], [1.00791, -1.97452, 3.86934], [0.96774, -2.18003, 2.49396], [-0.19489, -2.38366, 1.72587], [-1.27802, -2.68513, 2.26048], [-2.28439, -2.98180, 1.31986], [-3.52231, -3.37479, 1.76767], [-4.49428, -3.70362, 0.82232], [-4.18377, -3.62288, -0.52574], [-2.91263, -3.22018, -0.89726], [-1.96577, -2.90703, 0.00293], [2.81172, -5.01377, -4.06901], [1.63630, -2.84517, -4.10338], [1.80513, -1.41490, -2.07517], [3.50235, -4.63955, 0.16015], [3.81454, -5.84046, -1.96548], [4.27834, -2.21752, 1.73706], [4.37180, -1.82785, 4.17117], [2.32280, -1.67445, 5.52805], [0.09264, -1.92000, 4.44369], [-3.70841, -3.42854, 2.83157], [-5.47839, -4.02198, 1.14109], [-4.90936, -3.87106, -1.28751], [-2.64155, -3.14853, -1.94597], [-0.19700, -0.39957, -0.49609], [-0.34605, 1.28873, -0.44041], [-0.76084, 1.74333, -1.93272], [0.05963, 1.22371, -3.05644], [0.30062, 2.31493, -4.08867], [-1.01989, 2.81029, -4.69172], [-2.15276, 2.78238, -3.65287], [-1.60432, 2.93153, -2.24432], [-1.52954, 1.70064, 0.58258], [-2.92866, 1.28142, 0.33699], [-3.43259, 0.47735, 1.52560], [-3.48636, 1.35302, 2.78798], [-2.45510, 2.48643, 2.71590], [-1.19358, 2.04612, 1.99232], [1.08576, 1.85409, 0.03817], [2.10853, 1.12662, 0.81633], [3.47154, 1.74263, 0.54253], [3.53775, 3.18862, 1.05010], [2.17017, 3.88026, 0.94571], [1.33816, 3.30891, -0.19246], [-0.45376, 0.37281, -3.51882], [1.01788, 0.87128, -2.66021], [0.96336, 1.93286, -4.86480], [0.83370, 3.13659, -3.60409], [-1.29509, 2.19727, -5.55008], [-0.87994, 3.82306, -5.06814], [-2.70786, 1.84183, -3.70910], [-2.87131, 3.57888, -3.84119], [-2.40625, 2.99678, -1.51684], [-1.00906, 3.84495, -2.16430], [-2.96127, 0.70122, -0.58691], [-3.55489, 2.16380, 0.19029], [-2.74396, -0.36274, 1.67682], [-4.41339, 0.05722, 1.29843], [-3.30755, 0.73811, 3.67151], [-4.48250, 1.77849, 2.90465], [-2.18675, 2.82668, 3.71519], [-2.86912, 3.35332, 2.19709], [-0.75191, 1.18063, 2.50283], [-0.45511, 2.84485, 1.98916], [2.09396, 0.08313, 0.50990], [1.87973, 1.16764, 1.88805], [3.65508, 1.70518, -0.53492], [4.24497, 1.13396, 1.01239], [4.28696, 3.73796, 0.48107], [3.86680, 3.20346, 2.08927], [2.28696, 4.95145, 0.78621], [1.61562, 3.76782, 1.88058], [1.85303, 3.43718, -1.14807], [0.38018, 3.82837, -0.25788]],
  "atomic_forces_ev_per_a": [[-0.10, 0.38, -0.12], [-0.02, 0.04, 0.04], [0.02, -0.06, -0.02], [-0.08, 0.08, -0.11], [-0.16, -0.53, 0.21], [0.17, 0.05, 0.16], [-0.03, 0.05, -0.06], [0.33, 0.67, -0.10], [-0.15, -0.17, -0.01], [0.09, -0.12, -0.09], [0.00, -0.01, 0.00], [0.01, 0.00, -0.02], [-0.03, 0.00, 0.06], [-0.17, -0.04, -0.08], [0.24, -0.07, 0.17], [0.01, 0.04, -0.08], [-0.01, -0.01, 0.03], [-0.06, -0.03, -0.02], [0.05, 0.01, 0.03], [-0.01, 0.00, 0.00], [0.03, 0.01, -0.06], [-0.11, -0.08, 0.07], [0.01, 0.00, 0.01], [0.01, 0.01, 0.00], [-0.02, 0.04, 0.04], [-0.01, -0.02, -0.02], [-0.01, 0.00, 0.00], [0.00, 0.02, 0.00], [0.00, 0.00, 0.01], [0.00, 0.00, 0.00], [0.01, 0.00, 0.00], [0.00, 0.00, 0.00], [0.00, 0.00, 0.00], [0.01, 0.00, -0.01], [-0.01, 0.00, 0.00], [-0.02, -0.22, -0.02], [-0.08, 0.10, -0.03], [0.04, -0.01, -0.03], [0.02, 0.00, 0.00], [-0.03, 0.02, 0.01], [0.00, 0.01, 0.00], [0.01, -0.02, 0.00], [0.00, -0.03, -0.02], [0.00, -0.07, 0.03], [0.04, -0.01, 0.02], [0.02, 0.01, -0.01], [0.01, 0.00, 0.01], [0.00, -0.01, -0.02], [-0.02, 0.01, 0.00], [0.09, -0.05, -0.02], [-0.03, 0.02, 0.03], [0.00, 0.00, -0.01], [0.00, 0.01, 0.01], [-0.01, -0.02, 0.00], [0.02, 0.01, 0.01], [-0.01, -0.01, 0.00], [-0.01, 0.00, 0.00], [0.00, 0.00, 0.00], [0.01, 0.00, 0.00], [0.00, 0.00, 0.00], [0.00, 0.00, -0.01], [-0.01, 0.01, 0.00], [0.00, 0.00, 0.00], [-0.03, -0.01, 0.05], [0.01, -0.01, 0.00], [0.00, 0.01, -0.02], [0.00, 0.00, -0.02], [-0.01, 0.00, 0.01], [0.00, 0.00, 0.00], [0.00, 0.00, 0.00], [0.00, 0.00, 0.00], [0.00, 0.01, 0.00], [0.00, 0.00, 0.01], [0.00, -0.01, 0.00], [0.01, 0.00, 0.00], [-0.01, 0.00, -0.01], [0.00, 0.01, 0.00], [0.00, -0.01, 0.00], [0.00, 0.00, 0.01], [0.00, 0.00, -0.01], [0.01, 0.01, 0.00], [0.00, 0.00, 0.01], [0.00, 0.00, 0.00], [-0.01, -0.01, 0.00], [0.00, 0.01, 0.00]],
  "mulliken_charge": [0.912, -0.790, -0.619, 0.331, 0.331, -0.894, -0.612, 0.461, -0.031, -0.393, -0.730, -0.782, -0.349, 0.422, 0.843, -0.854, 0.183, -0.454, -0.302, -0.775, -0.013, 0.022, 0.445, 0.507, 0.325, 0.506, 0.442, 0.598, 0.492, 0.469, 0.567, 0.593, 0.477, 0.476, 0.500, -0.258, -2.146, 1.064, -0.238, -0.887, -0.648, -0.960, -0.516, 0.477, -1.176, 0.214, -0.891, -1.107, 0.151, 1.158, 1.176, -1.033, -0.746, -0.709, -0.601, 0.202, 0.377, 0.470, 0.213, 0.306, 0.368, 0.275, 0.441, 0.402, 0.300, 0.598, 0.431, -0.508, 0.732, 0.379, 0.323, 0.424, 0.361, 0.125, 0.069, -1.092, 0.223, 0.341, 0.424, 0.322, 0.387, 0.500, 0.185, 0.339, 0.454]
}

(2)
{
  "formula": "C32H44BBeF4N4O4",
  "method": "ωB97M-V/def2-TZVPD",
  "charge": 1,
  "e_tot_ha": -2204.2903,
  "orbital_gap_ev": 1.157,
  "relative_energy_kcal_mol": 291.7,
  "symbols": ["Be", "B", "F", "F", "F", "F", "N", "C", "C", "C", "C", "C", "H", "H", "H", "H", "H", "N", "C", "C", "C", "C", "C", "H", "H", "H", "H", "H", "N", "C", "C", "C", "C", "C", "H", "H", "H", "H", "H", "N", "C", "C", "C", "C", "C", "H", "H", "H", "H", "H", "C", "C", "O", "C", "H", "H", "H", "H", "H", "H", "C", "C", "O", "C", "H", "H", "H", "H", "H", "H", "C", "C", "O", "C", "H", "H", "H", "H", "H", "H", "C", "C", "O", "C", "H", "H", "H", "H", "H", "H"],
  "xyz": [[2.28227, 6.74774, -16.00364], [2.36643, 2.64066, -13.61822], [1.18060, 3.30129, -13.76017], [3.34642, 3.58654, -13.39100], [2.28098, 1.85644, -12.49555], [2.55504, 1.89118, -14.74163], [1.14789, 9.62582, -11.66774], [1.57863, 10.95097, -11.60915], [1.44427, 11.82848, -10.50890], [0.66692, 11.41480, -9.43348], [0.17021, 10.10105, -9.44792], [0.37915, 9.32277, -10.57661], [2.09776, 11.34752, -12.46917], [1.78039, 12.85471, -10.49248], [0.47889, 12.10088, -8.62087], [-0.47874, 9.70832, -8.67914], [0.04618, 8.29561, -10.55467], [-1.11004, 4.44543, -4.22281], [-2.37699, 4.01469, -4.32227], [-2.82125, 3.50491, -5.51886], [-1.92695, 3.28973, -6.59862], [-0.67559, 3.84708, -6.51204], [-0.30084, 4.41784, -5.30997], [-2.92925, 4.06194, -3.39535], [-3.81235, 3.07604, -5.50553], [-2.19311, 2.79048, -7.51856], [0.01993, 3.69496, -7.32414], [0.72725, 4.70015, -5.13756], [-0.60753, 4.36532, -19.61517], [-1.49748, 3.30283, -19.36988], [-2.31289, 2.72594, -20.35622], [-2.34834, 3.26980, -21.63245], [-1.38043, 4.24035, -21.96497], [-0.55371, 4.75756, -20.94649], [-1.46800, 2.85189, -18.38898], [-3.06205, 2.00711, -20.05881], [-3.00094, 2.89044, -22.40485], [-1.23318, 4.55125, -22.98872], [0.25598, 5.43541, -21.17302], [-3.95728, -2.73875, -8.11384], [-2.89866, -2.58290, -8.95099], [-3.01323, -2.03742, -10.20166], [-4.29334, -1.77277, -10.69007], [-5.41105, -1.91638, -9.86362], [-5.19249, -2.35664, -8.59988], [-1.92821, -2.71266, -8.49516], [-2.16937, -1.76712, -10.81909], [-4.49109, -1.38821, -11.67972], [-6.40933, -1.63703, -10.16660], [-5.98403, -2.40511, -7.86673], [10.68446, 0.04481, -14.19182], [9.86650, -0.29639, -12.96099], [9.93930, -1.40395, -12.38033], [8.88232, 0.75038, -12.45644], [10.10796, -0.12515, -15.10115], [11.58254, -0.57258, -14.21110], [11.00241, 1.08741, -14.18978], [7.85672, 0.56310, -12.77450], [9.18557, 1.76716, -12.70601], [8.85667, 0.71612, -11.36728], [1.73770, -4.98749, -15.68508], [2.91017, -5.20216, -14.73593], [3.93992, -5.68358, -15.18912], [2.71473, -4.84689, -13.27818], [1.90147, -4.06360, -16.23981], [0.85935, -4.98379, -15.03964], [1.79127, -5.80004, -16.40964], [2.72597, -3.75975, -13.20018], [3.63000, -5.16885, -12.78147], [1.77028, -5.31260, -12.99672], [6.42439, 6.87675, -8.16339], [6.74805, 8.10540, -7.37810], [7.90492, 8.54873, -7.30847], [5.62330, 8.74147, -6.58938], [5.48030, 7.06927, -8.67303], [6.39306, 5.95118, -7.58854], [7.19130, 6.74613, -8.92686], [4.63807, 8.53830, -7.00906], [5.69301, 9.82866, -6.62474], [5.62482, 8.41180, -5.55043], [7.16866, 3.81861, -21.06200], [6.96707, 3.75549, -19.54718], [6.08484, 4.39572, -19.03263], [7.93091, 2.87312, -18.79156], [6.28782, 4.28938, -21.49860], [7.40145, 2.81224, -21.41004], [8.08867, 4.34442, -21.31733], [8.64853, 3.51746, -18.28367], [8.57609, 2.14968, -19.29003], [7.36267, 2.41057, -17.98456]],
  "atomic_forces_ev_per_a": [[-0.02, -0.47, 0.24], [-0.15, -0.13, 0.69], [-2.02, 1.37, -0.42], [1.33, 0.98, -0.34], [0.08, -1.10, 1.04], [0.75, -0.75, -1.21], [-0.73, 3.23, 1.82], [0.10, -1.20, 0.36], [-1.12, -0.89, -0.17], [0.23, -0.90, -0.17], [-0.30, 1.18, -0.50], [1.59, -0.91, -0.94], [0.12, -0.30, -0.25], [0.32, -0.07, -0.48], [-0.04, -0.11, 0.17], [0.13, 0.06, 0.18], [-0.26, -0.11, -0.09], [0.63, 0.39, -0.78], [2.04, 0.57, -0.24], [-0.19, -1.65, -0.79], [-1.10, 1.00, 0.76], [0.09, -0.43, -0.17], [-0.70, -0.37, 1.63], [-0.43, 0.02, -0.19], [-0.20, 0.08, -0.42], [-0.39, -0.13, 0.13], [0.20, 0.22, 0.03], [0.06, 0.29, 0.02], [-1.88, -1.94, -2.07], [1.88, 1.66, -1.14], [-0.49, 1.05, 0.28], [1.44, 0.45, -0.20], [-0.29, -0.38, 0.99], [-0.41, -1.20, 1.92], [-0.06, 0.36, 0.24], [0.19, -0.30, 0.03], [-0.12, -0.06, 0.07], [-0.08, 0.16, 0.01], [-0.10, 0.25, -0.07], [-0.59, 0.65, -1.47], [-1.14, 0.43, 1.93], [-0.98, 0.35, -1.46], [-0.56, 0.20, 0.20], [0.61, 0.32, -0.96], [2.01, -1.11, 2.07], [0.11, -0.43, -0.02], [0.22, -0.26, 0.09], [0.43, 0.06, -0.18], [0.02, -0.03, -0.21], [-0.14, -0.16, 0.01], [0.52, -0.20, 0.36], [-0.48, -2.44, 1.34], [0.03, 3.08, -1.78], [0.32, 0.19, 0.66], [-0.15, -0.08, 0.07], [-0.16, -0.13, -0.09], [-0.19, 0.04, 0.11], [0.12, -0.10, -0.32], [-0.08, -0.10, -0.36], [0.03, -0.25, 0.03], [0.58, -0.30, 0.53], [1.26, -0.54, -1.34], [-1.09, 0.69, 0.97], [1.04, -0.07, -0.86], [-0.23, 0.17, 0.24], [-0.35, 0.15, -0.68], [-0.41, 0.00, 0.12], [-0.56, 0.09, 0.02], [-0.46, -0.36, 0.42], [0.23, 0.22, 0.58], [0.24, 0.16, -1.10], [2.36, 0.69, 1.15], [-2.47, -0.78, -0.30], [-0.47, 0.61, -0.38], [-0.16, -0.40, 0.08], [-0.24, 0.24, 0.29], [0.05, -0.04, 0.06], [0.06, -0.43, -0.03], [0.43, -0.02, 0.25], [0.19, -0.04, -0.03], [0.11, -0.23, 0.53], [0.55, -0.04, -1.48], [0.16, -0.23, 0.42], [0.10, 0.21, 1.31], [0.26, -0.20, -0.25], [-0.56, -0.11, -0.21], [-0.06, 0.45, 0.22], [-0.06, 0.37, 0.10], [-0.64, 0.05, -0.59], [0.08, -0.22, -0.03]],
  "mulliken_charge": [0.816, 0.611, -0.370, -0.387, -0.366, -0.361, -0.502, -0.138, -0.338, -0.220, -0.378, -0.155, 0.351, 0.350, 0.385, 0.381, 0.371, -0.521, -0.086, -0.426, -0.206, -0.339, -0.163, 0.394, 0.339, 0.399, 0.375, 0.373, -0.487, -0.124, -0.376, -0.210, -0.321, -0.112, 0.375, 0.349, 0.377, 0.350, 0.357, -0.537, -0.201, -0.378, -0.168, -0.346, -0.142, 0.371, 0.373, 0.360, 0.358, 0.376, -0.994, 0.794, -0.509, -0.978, 0.263, 0.319, 0.332, 0.286, 0.305, 0.319, -0.903, 0.752, -0.487, -0.988, 0.272, 0.302, 0.321, 0.297, 0.301, 0.343, -0.976, 0.770, -0.524, -0.970, 0.316, 0.272, 0.309, 0.305, 0.321, 0.274, -1.009, 0.797, -0.514, -1.020, 0.300, 0.331, 0.300, 0.294, 0.321, 0.324]
}